Entry 1:
This record from the OMol25 dataset describes a cluster of 3 separate species, C4H4N2 in total. The level of theory is wB97M-V/def2-TZVPD.

Last columns: bonded neighbours and bond lengths (Å).
Atoms and positions in Å:
1 N -0.492 -2.150 0.168  N2 1.102
2 N 0.588 -2.131 -0.050  N1 1.102
3 C 1.211 1.008 -0.052  C4 1.200, H7 1.058
4 C 1.861 0.008 -0.184  C3 1.200, H9 1.058
5 C -1.255 0.955 -0.004  C6 1.200, H8 1.057
6 C -1.859 -0.065 0.188  C5 1.200, H10 1.058
7 H 0.972 2.033 0.055  C3 1.058
8 H -1.064 1.981 -0.172  C5 1.057
9 H 2.569 -0.771 -0.289  C4 1.058
10 H -2.531 -0.867 0.341  C6 1.058

For the lowest unoccupied orbital energy, the calculation gives 1.2 eV. Its charge is 0. For the frontier orbital gap, the calculation gives 10.7 eV. Its SMILES is C#C.C#C.N#N. The HOMO energy comes out at -9.54 eV.

=====

Entry 2:
This record from the OMol25 dataset describes an isolated molecule of C4H4N2O. The level of theory is wB97M-V/def2-TZVPD.

Last columns: bonded neighbours and bond lengths (Å).
Atoms and positions in Å:
1 O 0.475 1.399 2.108  C5 1.207
2 N 0.186 -0.608 -0.954  C4 1.493, C7 1.360, H10 1.009
3 N 1.345 0.321 0.315  C4 1.310, C5 1.485
4 C 1.173 -0.961 0.109  N2 1.493, N3 1.310, H9 1.101
5 C 0.180 0.796 1.104  O1 1.207, N3 1.485, C6 1.451
6 C -1.127 0.491 0.551  C5 1.451, C7 1.351, H11 1.079
7 C -1.038 -0.092 -0.665  N2 1.360, C6 1.351, H8 1.089
8 H -1.812 -0.214 -1.421  C7 1.089
9 H 2.052 -1.486 -0.298  C4 1.101
10 H 0.593 -0.501 -1.872  N2 1.009
11 H -2.027 0.855 1.022  C6 1.079

For the lowest unoccupied orbital energy (spin up / spin down), the calculation gives -0.6 / -0.7 eV. Its charge is 0. For the frontier orbital gap (spin up / spin down), the calculation gives 8.0 / 7.9 eV. Its SMILES is O=c1cc[nH]cn1. The HOMO energy (spin up / spin down) comes out at -8.58 / -8.58 eV.

=====

Entry 3:
This record from the OMol25 dataset describes an isolated molecule of C4H4N2O. The level of theory is wB97M-V/def2-TZVPD.

Last columns: bonded neighbours and bond lengths (Å).
Atoms and positions in Å:
1 O 0.499 1.214 0.086  N3 1.401, C6 1.316
2 N 1.774 -0.453 -0.668  C6 1.350, H9 1.011, H10 1.011
3 N -0.751 1.762 0.404  O1 1.401, C7 1.297
4 C -0.228 -0.977 0.624  C5 1.378, C6 1.399, H11 1.093
5 C -1.512 -0.548 0.880  C4 1.378, C7 1.456
6 C 0.669 -0.089 0.019  O1 1.316, N2 1.350, C4 1.399
7 C -1.674 0.867 0.578  N3 1.297, C5 1.456, H8 1.090
8 H -2.658 1.336 0.593  C7 1.090
9 H 2.187 0.244 -1.273  N2 1.011
10 H 1.705 -1.379 -1.066  N2 1.011
11 H 0.137 -1.979 0.861  C4 1.093

For the lowest unoccupied orbital energy, the calculation gives 0.0 eV. Its charge is 0. For the frontier orbital gap, the calculation gives 7.9 eV. The HOMO energy comes out at -7.90 eV.

=====

Entry 4:
This record from the OMol25 dataset describes an isolated molecule of C4H4N2O. The level of theory is wB97M-V/def2-TZVPD.

Last columns: bonded neighbours and bond lengths (Å).
Atoms and positions in Å:
1 O -3.057 -0.695 -0.395  C4 1.171
2 N 1.028 1.264 0.162  C5 1.274, C6 1.462
3 N 0.484 -0.947 -0.316  C6 1.468, C7 1.433, H8 1.013
4 C -1.922 -0.411 -0.438  O1 1.171, C7 1.320
5 C -0.084 1.256 -0.461  N2 1.274, C7 1.475, H10 1.087
6 C 1.265 -0.109 0.604  N2 1.462, N3 1.468, H9 1.091, H11 1.106
7 C -0.645 -0.104 -0.575  N3 1.433, C4 1.320, C5 1.475
8 H 0.257 -1.864 0.051  N3 1.013
9 H 2.324 -0.370 0.581  C6 1.091
10 H -0.544 2.158 -0.858  C5 1.087
11 H 0.894 -0.178 1.643  C6 1.106

For the lowest unoccupied orbital energy, the calculation gives 0.4 eV. Its charge is 0. For the frontier orbital gap, the calculation gives 8.6 eV. Its SMILES is O=C=C1C=NCN1. The HOMO energy comes out at -8.19 eV.

=====

Entry 5:
This record from the OMol25 dataset describes a cluster of 2 separate species, C4H4N2O in total. The level of theory is wB97M-V/def2-TZVPD.

Last columns: bonded neighbours and bond lengths (Å).
Atoms and positions in Å:
1 O -2.911 -1.401 -0.087  C4 1.198
2 N -1.095 1.645 -0.592  N3 1.205, C6 1.455
3 N -1.067 1.627 0.613  N2 1.205, C6 1.459
4 C -1.997 -0.630 -0.012  O1 1.198, C6 1.473, H11 1.111
5 C 1.878 -0.702 0.104  C7 1.194, H9 1.050
6 C -2.140 0.837 0.017  N2 1.455, N3 1.459, C4 1.473, H10 1.086
7 C 2.504 0.277 -0.172  C5 1.194, H8 1.050
8 H 3.011 1.158 -0.436  C7 1.050
9 H 1.383 -1.592 0.360  C5 1.050
10 H -3.138 1.265 0.042  C6 1.086
11 H -0.938 -0.959 0.043  C4 1.111

For the lowest unoccupied orbital energy, the calculation gives -0.2 eV. Its charge is 0. For the frontier orbital gap, the calculation gives 10.2 eV. Its SMILES is O=CC1N=N1.C#C. The HOMO energy comes out at -10.43 eV.

=====

Entry 6:
This record from the OMol25 dataset describes a cluster of 2 separate species, C4H4N2O in total. The level of theory is wB97M-V/def2-TZVPD.

Last columns: bonded neighbours and bond lengths (Å).
Atoms and positions in Å:
1 O -0.266 3.416 -0.268  C4 1.146
2 N 0.749 0.204 -0.016  N3 1.491, C6 1.434, C7 1.492
3 N 1.035 -1.141 -0.591  N2 1.491, C5 1.493, C7 1.456
4 C -1.343 3.431 0.121  O1 1.146
5 C 0.518 -1.687 0.699  N3 1.493, C6 1.337, H9 1.084
6 C 0.289 -0.457 1.170  N2 1.434, C5 1.337, H8 1.023
7 C -0.145 -0.415 -1.036  N2 1.492, N3 1.456, H10 1.162, H11 1.116
8 H -0.123 -0.055 2.016  C6 1.023
9 H 0.469 -2.759 0.852  C5 1.084
10 H 0.046 0.095 -2.062  C7 1.162
11 H -1.230 -0.631 -0.883  C7 1.116

For the lowest unoccupied orbital energy, the calculation gives 1.0 eV. Its charge is 0. For the frontier orbital gap, the calculation gives 10.6 eV. The HOMO energy comes out at -9.53 eV.

=====

M readings, ordered: 80.09, 96.09, 96.09, 96.09, 96.09, 96.09 g/mol
Energy relative to the best compared isomer or geometry (same formula, charge and spin) readings, ordered: 426.3, 467.5, 428.1, 205.4, 480.2, 484.3 kJ/mol
Electronic energy readings, ordered: -264.16407, -339.40362, -339.41863, -339.50343, -339.39877, -339.39720 a.u.